{"formula": "CH2F2O2", "method": "ωB97M-V/def2-TZVPD", "symbols": ["C", "O", "O", "F", "F", "H", "H"], "coordinates": [[0.29, -0.15, -0.30], [-0.07, -1.35, -0.40], [-1.13, 1.14, -0.03], [0.98, 0.20, 0.89], [1.14, 0.28, -1.22], [-0.46, -1.80, 0.41], [-0.76, 1.67, 0.65]], "de_lowest_kj_mol": 0.0, "e_lumo_ev": [0.6, -3.0], "s2": 2.00, "homo_lumo_gap_ev": [6.894, 9.349], "multiplicity": 3}